[1]
Density functional theory data (ωB97M-V/def2-TZVPD) for a cluster of 8 separate species, C65H84F12N11OP2 in total.

Structure (ORCA input):
```
! RIJCOSX wB97M-V def2-TZVPD def2/J DEFGRID3
* xyz 9 1
C 9.246 -0.200 -11.982
N 7.910 -0.629 -11.378
C 6.997 0.310 -10.969
C 5.738 -0.011 -10.500
C 5.399 -1.312 -10.464
C 6.308 -2.321 -10.905
C 7.562 -1.976 -11.366
C 3.994 -1.742 -10.016
C 3.290 -2.459 -10.938
C 2.142 -3.034 -10.585
N 1.591 -2.716 -9.340
C 2.298 -2.046 -8.434
C 3.483 -1.442 -8.786
C 0.371 -3.403 -8.980
H 9.984 -0.917 -11.565
H 9.524 0.784 -11.626
H 9.204 -0.213 -13.114
H 7.330 1.291 -11.090
H 5.040 0.816 -10.365
H 6.103 -3.412 -10.864
H 8.254 -2.645 -11.736
H 3.719 -2.673 -11.926
H 1.525 -3.724 -11.224
H 1.962 -2.004 -7.408
H 3.974 -0.732 -8.116
H -0.078 -2.942 -8.061
H 0.652 -4.410 -8.676
H -0.360 -3.415 -9.796
C -4.927 0.576 2.814
N -6.059 0.183 3.661
C -7.056 -0.554 3.177
C -8.281 -0.752 3.770
C -8.496 -0.069 4.958
C -7.458 0.732 5.469
C -6.251 0.817 4.838
C -9.802 -0.018 5.634
C -10.336 -1.151 6.312
C -11.518 -0.960 6.997
N -12.170 0.204 7.119
C -11.649 1.294 6.519
C -10.527 1.222 5.747
C -13.405 0.246 7.997
H -4.708 1.643 2.988
H -5.173 0.349 1.764
H -4.085 -0.054 3.077
H -6.813 -0.941 2.200
H -9.032 -1.383 3.294
H -7.539 1.222 6.414
H -5.483 1.538 5.142
H -9.850 -2.095 6.308
H -12.025 -1.832 7.390
H -12.266 2.146 6.588
H -10.140 2.050 5.221
H -14.157 0.868 7.524
H -13.085 0.641 8.958
H -13.800 -0.769 8.123
C 11.409 10.910 -1.169
N 10.117 10.245 -1.195
C 9.713 9.499 -2.229
C 8.410 9.003 -2.272
C 7.493 9.305 -1.200
C 7.971 10.064 -0.112
C 9.331 10.474 -0.140
C 6.045 8.817 -1.127
C 5.478 8.539 0.126
C 4.221 7.947 0.211
N 3.479 7.771 -0.914
C 3.986 8.114 -2.092
C 5.222 8.684 -2.267
C 2.208 6.984 -0.815
H 11.277 11.907 -1.545
H 12.070 10.401 -1.861
H 11.745 10.868 -0.112
H 10.500 9.258 -2.921
H 8.239 8.334 -3.088
H 7.363 10.361 0.717
H 9.752 11.130 0.619
H 6.038 8.703 1.024
H 3.775 7.660 1.150
H 3.371 7.960 -2.948
H 5.537 8.784 -3.297
H 2.032 6.807 0.251
H 2.361 6.070 -1.345
H 1.398 7.578 -1.237
C 8.008 -2.010 3.015
N 6.969 -0.964 3.362
C 5.904 -0.807 2.591
C 4.850 0.051 2.986
C 4.968 0.685 4.224
C 6.111 0.527 4.993
C 7.094 -0.259 4.490
C 3.889 1.754 4.637
C 2.595 1.702 4.137
C 1.641 2.658 4.551
N 2.078 3.589 5.383
C 3.285 3.626 5.980
C 4.253 2.762 5.569
C 1.102 4.553 5.943
H 8.056 -2.562 3.934
H 8.949 -1.541 2.795
H 7.695 -2.611 2.166
H 5.835 -1.381 1.639
H 4.011 0.129 2.311
H 6.165 1.007 5.960
H 7.977 -0.339 5.057
H 2.263 1.055 3.349
H 0.578 2.801 4.189
H 3.365 4.334 6.747
H 5.213 2.815 6.015
H 0.289 4.733 5.265
H 1.542 5.552 6.054
H 0.741 4.069 6.896
C -3.839 -16.885 5.283
N -3.515 -15.577 4.698
C -3.730 -15.303 3.430
C -3.365 -14.097 2.872
C -2.853 -13.085 3.712
C -2.607 -13.471 5.056
C -2.951 -14.692 5.517
C -2.456 -11.700 3.206
C -3.299 -10.970 2.356
C -2.902 -9.697 2.049
N -1.738 -9.202 2.471
C -0.912 -9.895 3.306
C -1.260 -11.150 3.720
C -1.439 -7.789 2.109
H -2.907 -17.451 5.467
H -4.402 -17.519 4.647
H -4.413 -16.775 6.197
H -4.156 -16.160 2.965
H -3.492 -13.965 1.826
H -2.233 -12.736 5.745
H -2.758 -14.936 6.584
H -4.198 -11.358 1.871
H -3.509 -9.034 1.441
H -0.070 -9.351 3.664
H -0.661 -11.757 4.408
H -0.593 -7.774 1.411
H -1.184 -7.314 3.054
H -2.374 -7.373 1.693
C -4.748 4.745 -3.615
N -6.028 4.647 -2.876
C -6.325 5.974 -2.170
C -7.178 4.457 -3.909
C -5.934 3.551 -1.848
C -5.406 2.184 -2.295
O -5.642 1.276 -1.222
H -4.570 3.835 -4.155
H -4.030 5.017 -2.829
H -4.812 5.565 -4.402
H -6.419 6.715 -2.952
H -5.439 6.119 -1.576
H -7.135 5.857 -1.474
H -7.264 5.377 -4.445
H -8.091 4.365 -3.344
H -7.024 3.583 -4.544
H -6.941 3.458 -1.462
H -5.269 3.930 -1.049
H -4.306 2.309 -2.502
H -5.827 1.848 -3.189
H -5.045 0.522 -1.357
P -0.538 3.009 1.677
F 0.036 3.593 0.320
F -1.976 3.740 1.648
F -1.151 1.627 1.078
F -0.906 2.500 3.256
F 0.982 2.210 1.808
F 0.168 4.296 2.434
P 1.039 -0.795 -1.418
F 2.320 -0.102 -2.323
F 0.037 -0.412 -2.670
F 1.445 -2.235 -2.021
F -0.176 -1.386 -0.562
F 2.140 -1.080 -0.261
F 0.796 0.644 -0.756
*
```

Output
HOMO-LUMO gap in eV: 7.307

***

[2]
Density functional theory data (ωB97M-V/def2-TZVPD) for a cluster of 2 separate species, CH4NP in total.

Structure (ORCA input):
```
! RIJCOSX wB97M-V def2-TZVPD def2/J DEFGRID3
* xyz 0 1
C 0.909 -0.506 -0.272
N 1.127 0.765 -0.360
P -3.105 0.259 0.575
H -1.999 0.433 1.573
H 1.057 -1.287 -0.981
H 0.415 -0.730 0.593
H 1.595 1.065 -1.128
*
```

Output
Energy relative to the best compared isomer or geometry (same formula, charge and spin) in kJ/mol: 300.8
HOMO-LUMO gap (alpha / beta) in eV: 7.400 / 7.418

***

[3]
Density functional theory data (ωB97M-V/def2-TZVPD) for an isolated molecule of C20H24N2O2S.

Structure (ORCA input):
```
! RIJCOSX wB97M-V def2-TZVPD def2/J DEFGRID3
* xyz 0 1
C -5.642 -0.745 1.438
C -4.361 -0.054 1.087
C -4.370 1.134 0.366
C -3.191 1.757 0.007
C -1.980 1.179 0.352
S -0.437 1.916 -0.136
C -0.665 2.119 -1.951
C -1.475 1.016 -2.629
C -1.287 -0.385 -2.052
O -2.219 -1.147 -1.912
N 0.006 -0.658 -1.745
C 0.515 -1.687 -0.969
C -0.200 -2.855 -0.712
C 0.358 -3.855 0.059
C 1.635 -3.713 0.579
C 2.339 -2.545 0.356
C 1.792 -1.512 -0.399
C 2.522 -0.229 -0.593
O 2.430 0.442 -1.618
N 3.283 0.159 0.446
C 3.976 1.432 0.487
C 5.421 1.215 0.925
C 3.243 2.396 1.418
C -1.952 0.005 1.089
C -3.137 -0.601 1.453
H -5.551 -1.276 2.382
H -6.463 -0.035 1.507
H -5.888 -1.473 0.664
H -5.313 1.579 0.081
H -3.211 2.687 -0.543
H -1.133 3.089 -2.124
H 0.359 2.160 -2.322
H -1.202 0.986 -3.688
H -2.544 1.229 -2.567
H 0.715 0.047 -1.957
H -1.189 -2.959 -1.124
H -0.202 -4.760 0.244
H 2.079 -4.508 1.159
H 3.340 -2.446 0.752
H 3.240 -0.361 1.308
H 3.949 1.820 -0.536
H 5.961 2.157 0.907
H 5.920 0.516 0.258
H 5.455 0.818 1.938
H 2.209 2.510 1.100
H 3.255 2.020 2.440
H 3.723 3.370 1.402
H -1.002 -0.432 1.361
H -3.111 -1.523 2.015
*
```

Output
Energy relative to the best compared isomer or geometry (same formula, charge and spin) in kJ/mol: 8.8
SMILES: Cc1ccc(SCCC(=O)Nc2ccccc2C(=O)NC(C)C)cc1
HOMO-LUMO gap in eV: 8.734

***

[4]
Density functional theory data (ωB97M-V/def2-TZVPD) for an isolated molecule of C5H9NO2.

Structure (ORCA input):
```
! RIJCOSX wB97M-V def2-TZVPD def2/J DEFGRID3
* xyz 0 1
C -2.422 -0.118 0.625
C -1.199 -0.209 -0.313
N -0.558 -1.535 -0.307
C 0.720 -1.370 -0.414
C 1.294 -0.019 -0.290
O 2.362 -0.024 0.691
C -0.023 0.733 0.099
O -0.044 2.024 -0.315
H -2.906 0.876 0.392
H -2.235 -0.271 1.732
H -3.141 -0.857 0.295
H -1.599 -0.097 -1.386
H 1.429 -2.235 -0.426
H 1.727 0.397 -1.228
H 1.880 -0.145 1.596
H -0.023 0.799 1.230
H 0.006 2.182 -1.308
*
```

Output
Energy relative to the best compared isomer or geometry (same formula, charge and spin) in kJ/mol: 194.8
SMILES: C[C@@H]1N=C[C@H](O)[C@H]1O
HOMO-LUMO gap in eV: 10.167

***

[5]
Density functional theory data (ωB97M-V/def2-TZVPD) for a structure of composition C32H40BrF11N4O3SSi2TeTi.

Structure (ORCA input):
```
! RIJCOSX wB97M-V def2-TZVPD def2/J DEFGRID3
* xyz 1 2
Ti 0.210 1.061 0.318
Br -0.436 -3.053 -5.160
C -0.209 -1.542 -4.038
C -1.329 -0.889 -3.542
C -1.170 0.202 -2.704
C 0.108 0.648 -2.361
C 1.219 0.023 -2.932
C 1.068 -1.085 -3.744
N 0.227 1.811 -1.545
C 0.659 2.836 -2.283
C 0.553 4.234 -2.084
C 0.882 5.093 -3.161
C 0.677 6.445 -3.046
C 0.163 6.955 -1.850
C -0.119 6.064 -0.835
N 0.055 4.755 -0.939
H -2.312 -1.233 -3.821
H -2.031 0.747 -2.338
H 2.204 0.423 -2.741
H 1.934 -1.579 -4.160
H 1.028 2.583 -3.278
H 1.274 4.672 -4.074
H 0.902 7.112 -3.864
H -0.011 8.011 -1.728
H -0.502 6.411 0.116
F 6.576 2.977 2.364
C 5.607 2.257 1.803
C 4.420 2.865 1.409
F 4.227 4.177 1.581
C 3.427 2.096 0.833
F 2.244 2.702 0.465
C 3.553 0.723 0.611
S 2.299 -0.166 -0.168
C 4.759 0.133 1.024
F 4.940 -1.177 0.858
C 5.763 0.881 1.620
F 6.880 0.286 2.028
C -4.610 1.483 0.148
O -3.741 2.444 0.747
C -2.440 2.229 0.690
O -1.894 1.247 0.162
N -1.730 3.193 1.290
N -0.346 3.183 1.083
H -5.619 1.859 0.304
H -4.486 0.505 0.617
H -4.404 1.408 -0.919
H -2.208 4.038 1.589
H 0.139 3.503 1.921
H -0.089 3.849 0.246
C -5.165 -3.400 0.868
Si -3.740 -2.778 -0.237
C -4.375 -1.460 -1.471
C -2.976 -4.198 -1.240
C -2.452 -1.956 0.922
Te -0.578 -1.571 -0.096
C 0.556 -3.090 0.940
Si 1.512 -4.295 -0.234
C 3.169 -3.522 -0.750
C 1.745 -5.901 0.768
C 0.500 -4.618 -1.817
H -5.987 -3.745 0.250
H -5.558 -2.632 1.528
H -4.853 -4.238 1.484
H -4.640 -1.919 -2.417
H -3.606 -0.719 -1.662
H -5.264 -0.949 -1.116
H -3.759 -4.834 -1.645
H -2.318 -4.813 -0.635
H -2.400 -3.817 -2.078
H -2.241 -2.594 1.774
H -2.830 -1.007 1.295
H -0.139 -3.634 1.576
H 1.283 -2.596 1.576
H 3.749 -3.180 0.099
H 3.022 -2.666 -1.401
H 3.779 -4.244 -1.284
H 2.337 -5.735 1.664
H 2.267 -6.644 0.173
H 0.796 -6.332 1.076
H -0.041 -3.720 -2.107
H -0.226 -5.412 -1.695
H 1.143 -4.910 -2.640
C 0.569 2.109 4.135
C 0.695 0.821 3.304
O 0.826 0.974 1.961
C -0.583 -0.019 3.494
F -1.045 -0.119 4.730
F -1.558 0.580 2.754
F -0.455 -1.251 2.991
C 1.928 0.029 3.805
F 3.018 0.804 3.756
F 2.174 -1.021 3.021
F 1.791 -0.415 5.053
H -0.383 2.592 3.927
H 1.390 2.783 3.901
H 0.618 1.863 5.194
*
```

Output
HOMO-LUMO gap (alpha / beta) in eV: 5.447 / 5.984

***

[6]
Density functional theory data (ωB97M-V/def2-TZVPD) for a cluster of 3 separate species, CN3O4 in total.

Structure (ORCA input):
```
! RIJCOSX wB97M-V def2-TZVPD def2/J DEFGRID3
* xyz 1 1
C 1.494 -1.981 0.006
N -5.333 0.644 0.530
N -6.454 0.707 0.508
N 2.833 1.524 -0.350
O 0.811 -2.873 -0.105
O 1.831 1.820 -0.004
O 3.877 1.321 -0.631
O 2.180 -1.047 0.108
*
```

Output
Energy relative to the best compared isomer or geometry (same formula, charge and spin) in kJ/mol: 0.0
HOMO-LUMO gap in eV: 8.814

***

[7]
Density functional theory data (ωB97M-V/def2-TZVPD) for a structure of composition C36H55BN14OS3Tc.

Structure (ORCA input):
```
! RIJCOSX wB97M-V def2-TZVPD def2/J DEFGRID3
* xyz 4 4
Tc 0.767 -0.559 2.639
C -3.669 2.084 1.343
C -2.738 2.054 0.165
C -3.011 2.720 -0.993
C -2.145 2.692 -2.117
N -1.002 2.044 -2.056
N -0.744 1.386 -0.900
B 0.518 0.564 -0.949
N 1.695 1.111 -0.151
N 1.812 1.250 -1.477
C 2.861 1.796 -2.055
C 3.834 2.289 -1.140
C 3.687 2.233 0.221
C 4.702 2.817 1.152
C 2.526 1.558 0.742
S 2.223 1.344 2.428
C 2.923 1.907 -3.555
C 2.231 0.690 -4.182
C 2.153 3.192 -3.911
C 4.376 2.013 -4.027
N 0.302 -0.927 -1.183
N -0.585 -1.047 -2.197
C -0.753 -2.236 -2.723
C 0.024 -3.329 -2.266
C 0.868 -3.215 -1.199
C 1.668 -4.381 -0.693
C 0.957 -1.932 -0.603
S 1.943 -1.707 0.831
C -1.777 -2.410 -3.829
C -1.021 -2.780 -5.116
C -2.733 -3.547 -3.434
C -2.576 -1.130 -4.045
C -1.521 1.330 0.174
S -1.209 0.309 1.573
C -2.536 3.428 -3.389
C -2.601 4.930 -3.056
C -1.542 3.202 -4.524
C -3.926 2.926 -3.820
H -4.522 2.725 1.134
H -3.160 2.460 2.232
H -4.039 1.084 1.574
H -3.920 3.303 -1.056
H 4.719 2.751 -1.554
H 5.478 3.346 0.604
H 5.172 2.028 1.745
H 4.232 3.513 1.851
H 1.173 0.641 -3.906
H 2.724 -0.245 -3.903
H 2.279 0.780 -5.267
H 1.115 3.118 -3.588
H 2.177 3.323 -4.993
H 2.610 4.075 -3.458
H 4.987 1.172 -3.687
H 4.847 2.947 -3.717
H 4.384 2.002 -5.116
H -0.072 -4.286 -2.765
H 1.347 -5.301 -1.178
H 1.571 -4.497 0.386
H 2.730 -4.238 -0.906
H -0.464 -3.714 -5.017
H -0.324 -1.990 -5.410
H -1.735 -2.915 -5.928
H -2.223 -4.506 -3.317
H -3.475 -3.676 -4.222
H -3.265 -3.319 -2.508
H -1.936 -0.300 -4.344
H -3.119 -0.837 -3.143
H -3.304 -1.300 -4.838
H -1.641 5.301 -2.692
H -3.367 5.155 -2.310
H -2.855 5.486 -3.959
H -0.607 3.732 -4.351
H -1.972 3.594 -5.446
H -1.318 2.148 -4.679
H -4.703 3.148 -3.087
H -3.925 1.850 -4.012
H -4.209 3.430 -4.745
C -2.929 -4.071 4.694
N -1.825 -3.726 3.775
C -1.346 -4.778 2.866
C -1.328 -2.534 3.763
O -0.401 -2.184 2.952
H -3.763 -4.457 4.111
H -3.247 -3.184 5.235
H -2.590 -4.832 5.392
H -1.479 -5.736 3.363
H -0.297 -4.619 2.637
H -1.937 -4.764 1.952
H -1.746 -1.823 4.475
N -0.823 2.181 8.020
C -0.535 1.590 6.871
C -0.603 2.284 5.636
C -0.284 1.646 4.482
N 0.113 0.337 4.425
C 0.166 -0.333 5.616
C -0.144 0.227 6.812
H -1.098 3.151 8.060
H -0.777 1.686 8.897
H -0.910 3.321 5.600
H -0.343 2.168 3.540
H 0.478 -1.367 5.577
H -0.082 -0.370 7.712
N 3.480 -4.228 5.411
N 3.269 -3.067 4.756
N 4.284 -2.303 4.394
C 3.663 -1.340 3.734
N 2.337 -1.535 3.714
N 2.100 -2.679 4.390
H 4.389 -4.250 5.854
H 2.668 -4.559 5.908
H 4.170 -0.509 3.276
*
```

Output
Energy relative to the best compared isomer or geometry (same formula, charge and spin) in kJ/mol: 0.0
HOMO-LUMO gap (alpha / beta) in eV: 7.679 / 6.289

***

no.,total energy (eV)
1,-138307.4027
2,-11876.3931
3,-39041.8252
4,-10914.5571
5,-202867.7988
6,-13685.9221
7,-96481.0328